Record 1
Density functional theory data (ωB97M-V/def2-TZVPD) for 2 unconnected molecules or ions with the total composition C5H14NOS.

Summary:
Net charge ... -1
E_LUMO ... 3.308 eV

Element x y z (Å)
C1 2.10 0.31 -0.39
N1 0.87 0.61 0.31
C2 -0.38 0.58 -0.48
C3 -1.29 1.81 -0.28
S1 -2.84 1.64 -1.45
C4 -1.02 -0.76 -0.18
C5 3.17 0.03 0.64
H1 1.95 -0.63 -0.96
H2 2.46 1.16 -0.99
H3 0.98 0.95 1.25
H4 -0.08 0.56 -1.53
H5 -1.64 1.91 0.74
H6 -0.85 2.73 -0.65
H7 -1.21 -0.90 0.91
H8 -0.35 -1.64 -0.37
H9 -1.97 -0.97 -0.67
H10 3.06 -0.87 1.23
H11 4.18 -0.19 0.29
H12 3.31 0.97 1.23
H13 -4.24 -2.15 0.55
H14 -2.69 -2.35 0.38
O1 -3.54 -2.80 0.41

Results of the Löwdin charge analysis, in e, for atoms 1 through 4: -0.31, -0.08, -0.50, -0.62



Record 2
Density functional theory data (ωB97M-V/def2-TZVPD) for a gas-phase ion, C5H14NOS (charge +1).

Summary:
Net charge ... +1
E_LUMO ... -3.562 eV
Structure (SMILES) ... CSCC[C@H]([NH3+])CO

Element x y z (Å)
C1 1.15 3.61 -0.59
S1 0.57 2.17 -1.53
C2 0.75 0.97 -0.06
C3 0.19 -0.26 -0.85
C4 -0.77 -0.90 0.12
N1 0.03 -1.34 1.49
C5 -1.31 -2.22 -0.46
O1 -1.65 -3.15 0.59
H1 1.81 4.11 -1.33
H2 1.68 3.48 0.33
H3 0.40 4.32 -0.41
H4 0.32 1.38 0.77
H5 1.88 0.94 0.25
H6 -0.34 -0.03 -1.83
H7 0.93 -0.95 -1.22
H8 -1.57 -0.15 0.46
H9 1.04 -1.25 1.33
H10 -0.02 -2.37 1.52
H11 -0.22 -0.74 2.25
H12 -0.47 -2.74 -1.00
H13 -2.18 -2.08 -1.03
H14 -2.22 -2.79 1.22

Results of the Löwdin charge analysis, in e, for atoms 1 through 4: -0.40, 0.85, -0.43, -0.30



Record 3
Density functional theory data (ωB97M-V/def2-TZVPD) for 2 unconnected molecules or ions with the total composition C5H14NS.

Summary:
E_LUMO (spin up / spin down) ... 0.999 / -0.857 eV
Spin multiplicity ... 2

Element x y z (Å)
C1 -1.19 -0.58 -3.52
C2 -0.81 -0.89 -2.06
C3 0.64 -0.54 -1.69
C4 0.91 -0.65 -0.24
S1 0.68 1.51 2.56
C5 0.67 -0.18 3.27
N1 -1.65 -0.06 -1.15
H1 -2.20 -0.83 -3.69
H2 -0.56 -1.11 -4.27
H3 -1.01 0.45 -3.70
H4 -0.92 -1.95 -1.91
H5 1.27 -1.16 -2.33
H6 0.84 0.51 -2.04
H7 1.28 -1.59 0.06
H8 1.51 0.22 0.08
H9 1.63 -0.36 3.69
H10 0.42 -0.92 2.50
H11 -0.06 -0.26 4.08
H12 -0.91 -0.08 -0.35
H13 0.50 1.08 1.28
H14 -2.44 -0.64 -0.89

Results of the Löwdin charge analysis, in e, for atoms 1 through 4: -0.07, -0.47, -0.25, -0.02



Record 4
Density functional theory data (ωB97M-V/def2-TZVPD) for 2 unconnected molecules or ions with the total composition C5H14NS2.

Summary:
Net charge ... +1
E_LUMO ... -3.199 eV

Element x y z (Å)
S1 -0.15 -1.24 0.16
S2 -1.01 0.48 -0.52
C1 1.57 -0.88 -0.28
C2 -0.50 0.37 -2.26
C3 1.77 -0.75 -1.79
C4 1.02 0.43 -2.43
H1 1.89 0.04 0.25
H2 2.17 -1.73 0.12
H3 -0.98 1.22 -2.77
H4 -0.92 -0.56 -2.69
H5 1.44 -1.69 -2.27
H6 2.85 -0.63 -2.00
H7 1.25 0.45 -3.51
H8 1.38 1.37 -1.98
C5 -2.20 0.29 2.84
N1 -0.73 0.49 2.65
H9 -2.59 1.00 3.59
H10 -2.41 -0.73 3.19
H11 -2.73 0.46 1.89
H12 -0.52 1.45 2.33
H13 -0.22 0.33 3.55
H14 -0.36 -0.18 1.95

Results of the Löwdin charge analysis, in e, for atoms 1 through 4: 0.57, 0.54, -0.52, -0.53



Record 5
Density functional theory data (ωB97M-V/def2-TZVPD) for 2 unconnected molecules or ions with the total composition C5H14O.

Summary:
E_LUMO ... 0.909 eV
Structure (SMILES) ... CC(C)O.CC

Element x y z (Å)
C1 1.07 1.91 -0.60
C2 1.16 0.45 -0.82
C3 0.03 -0.21 -1.64
O1 2.37 0.30 -1.71
H1 1.98 2.31 -0.17
H2 0.20 2.12 0.01
H3 1.08 2.46 -1.56
H4 1.39 -0.17 0.03
H5 -0.93 -0.04 -1.15
H6 0.14 0.11 -2.68
H7 0.23 -1.28 -1.57
H8 2.38 -0.66 -1.85
C4 -0.57 -0.58 1.68
C5 -2.04 -1.18 1.79
H9 -0.30 -1.05 0.74
H10 -0.71 0.46 1.46
H11 -0.09 -0.95 2.57
H12 -2.39 -1.45 0.78
H13 -2.75 -0.51 2.30
H14 -2.22 -2.05 2.38

Results of the Löwdin charge analysis, in e, for atoms 1 through 4: -0.06, -0.47, -0.06, -0.10



Record 6
Density functional theory data (ωB97M-V/def2-TZVPD) for 2 unconnected molecules or ions with the total composition C5H14O.

Summary:
E_LUMO ... 0.951 eV
Structure (SMILES) ... CCCCC.O

Element x y z (Å)
C1 -2.42 0.35 0.40
C2 -1.16 0.92 1.05
C3 0.13 0.28 0.48
C4 0.58 0.90 -0.85
C5 1.40 2.15 -0.64
H1 -2.87 -0.37 1.07
H2 -2.14 -0.18 -0.50
H3 -3.15 1.12 0.14
H4 -1.14 0.75 2.12
H5 -1.13 2.00 0.96
H6 -0.10 -0.78 0.43
H7 0.94 0.34 1.20
H8 -0.32 1.11 -1.44
H9 1.19 0.20 -1.43
H10 2.30 1.92 -0.06
H11 0.88 2.95 -0.11
H12 1.70 2.57 -1.60
O1 1.80 -5.02 -0.45
H13 2.51 -5.66 -0.40
H14 0.99 -5.54 -0.39

Results of the Löwdin charge analysis, in e, for atoms 1 through 4: -0.11, -0.27, -0.23, -0.27



Record 7
Density functional theory data (ωB97M-V/def2-TZVPD) for 3 unconnected molecules or ions with the total composition C5H14O2.

Summary:
Net charge ... -1
E_LUMO (spin up / spin down) ... 3.753 / 3.784 eV
Spin multiplicity ... 2

Element x y z (Å)
C1 0.43 1.86 0.05
C2 0.17 1.02 1.35
C3 0.27 -0.46 1.20
C4 -0.26 -1.32 2.06
C5 0.76 -1.07 -0.08
H1 1.14 1.28 -0.53
H2 -0.46 2.10 -0.57
H3 0.97 2.77 0.21
H4 0.88 1.42 2.17
H5 -0.85 1.38 1.87
H6 -0.19 -2.39 1.98
H7 -0.77 -1.08 2.98
H8 1.49 -0.47 -0.70
H9 1.35 -2.03 -0.07
H10 -0.14 -1.19 -0.65
H11 1.63 0.78 -2.36
H12 0.38 0.68 -3.34
O1 1.01 1.22 -2.89
H13 -3.25 -1.97 -0.75
H14 -1.96 -1.05 -0.70
O2 -2.59 -1.49 -1.23

Results of the Löwdin charge analysis, in e, for atoms 1 through 4: -0.18, -0.25, -0.42, -0.07



Record 8
Density functional theory data (ωB97M-V/def2-TZVPD) for 3 unconnected molecules or ions with the total composition C5H14O2.

Summary:
E_LUMO ... 0.674 eV
Structure (SMILES) ... C/C=C/CC.O.O

Element x y z (Å)
C1 -1.58 -2.17 -1.60
C2 -1.28 -1.27 -0.41
C3 -0.17 -1.19 0.42
C4 -0.24 -0.28 1.63
C5 1.19 0.20 1.99
H1 -2.23 -2.96 -1.13
H2 -0.66 -2.70 -1.98
H3 -2.08 -1.69 -2.47
H4 -1.95 -0.42 -0.25
H5 0.73 -1.75 0.13
H6 -0.92 0.54 1.60
H7 -0.77 -0.84 2.38
H8 1.72 0.94 1.37
H9 1.96 -0.57 2.29
H10 1.30 0.60 3.04
O1 2.43 3.00 -2.01
H11 2.90 2.36 -1.52
H12 1.47 2.60 -1.85
O2 -0.47 2.10 -0.73
H13 0.01 1.38 -0.23
H14 -1.39 2.12 -0.67

Results of the Löwdin charge analysis, in e, for atoms 1 through 4: -0.11, -0.18, -0.13, -0.27



Energy relative to the best compared isomer or geometry (same formula, charge and spin) for the records above, in order: 30.26; 46.64; 38.22; 0.00; 31.59; 7.83; 40.38; 45.07 kcal per mole